The following is a quantum chemistry calculation of a molecular structure, C45H43AuFN5S3Si, from the OMol25 dataset.

total energy = -3733.74314 hartree
Kohn-Sham gap = 6.140 eV
2S+1 = 1

Cartesian coordinates (Å):
Au1 0.012060 -0.769656 0.392800
H1 -5.648477 0.256636 -1.888085
H2 -6.142242 0.877196 -4.222959
H3 1.412303 7.367508 -4.386130
H4 -5.847341 4.443144 -3.742561
H5 -7.449916 -2.789024 1.544441
C1 1.873657 5.499117 -3.439813
C2 1.184229 -0.453041 3.519504
H6 -5.634157 3.124815 1.020308
H7 4.113011 0.495418 2.198861
C3 -0.242794 6.626893 -3.243205
C4 -6.958138 4.122482 -1.934928
C5 -2.763492 1.158544 -4.301604
H8 4.258149 -2.716024 0.597825
C6 1.386290 -0.068920 4.825139
C7 -6.623894 -0.836044 1.231091
H9 -7.465831 -0.321627 1.675754
H10 -5.539019 0.971280 0.805769
H11 -7.805832 3.727179 0.000314
C8 -0.715670 5.610806 -2.423542
C9 1.408225 4.476919 -2.627732
C10 -4.579277 3.822314 -2.136550
N1 1.898260 -0.638765 1.180598
H12 -2.634735 5.685120 4.772830
H13 -4.301452 1.457833 -5.766588
C11 -6.904249 3.747612 -0.597211
H14 -1.955465 1.406308 -4.977624
C12 1.048793 6.572935 -3.747417
C13 -5.549595 -0.106978 0.743476
C14 3.701065 1.128655 -0.462551
C15 4.595862 -1.692572 0.417650
H15 -3.699448 5.573532 0.627670
C16 -4.474727 -0.779416 0.184033
H16 2.028212 3.620235 -2.393295
C17 -4.842531 0.513089 -2.562057
H17 1.585880 2.409181 3.308856
C18 -2.446257 3.097292 2.599546
N2 -1.985545 3.472820 -1.066764
H18 -3.666084 3.834662 -2.715711
C19 -6.612310 -2.222582 1.158759
F1 -0.003349 -1.048739 3.243730
H19 1.659363 -0.675608 -2.050036
C20 -2.951843 3.748174 1.486494
C21 2.125735 -0.271959 2.482347
N3 0.164451 1.840298 -1.509392
C22 2.433506 -1.327337 -1.639861
H20 -1.914756 3.324645 4.657456
H21 2.751859 0.817052 6.234859
H22 2.880261 1.626051 -0.986350
C23 0.435086 5.404477 2.202267
C24 -3.520280 0.487312 -2.140369
C25 2.585414 0.521158 5.208107
S1 -0.320577 3.134020 -1.090471
H23 -0.887357 7.460872 -3.489744
C26 0.184548 3.713617 0.533185
H24 -2.144352 2.061215 2.531390
C27 -5.691345 3.404915 -0.024500
H25 -7.907989 4.388788 -2.379870
N4 -3.107946 1.443306 0.373931
C28 -5.802397 4.158554 -2.699757
H26 3.939963 1.720673 0.423640
H27 -5.510601 -3.966007 0.565171
Si1 3.122920 -0.618154 -0.052592
H28 3.240178 -1.407522 -2.375743
S2 -3.025001 0.035154 -0.480788
C29 3.332549 0.316825 2.924463
C30 -5.524999 -2.885158 0.606793
C31 -5.117069 0.863352 -3.876168
H29 1.312547 4.749239 4.047876
N5 -1.843399 -0.786976 -0.421810
H30 -1.446652 0.758648 -2.632975
C32 0.991163 4.456514 3.055835
H31 -1.722611 5.639305 -2.030612
H32 4.511248 1.146282 4.496328
C33 -4.081124 1.189000 -4.741127
H33 4.579585 1.120432 -1.113275
H34 2.878965 5.453395 -3.837261
S3 -3.004836 2.909467 -0.081559
C34 0.025243 5.035494 0.933112
H35 -3.530603 6.812822 2.763500
C35 3.559684 0.697722 4.237562
H36 0.322008 6.431113 2.527511
C36 1.146646 3.141934 2.645078
C37 -2.469807 0.793221 -2.996214
H37 5.132318 -1.360958 1.306667
C38 -2.325959 3.811778 3.783616
H38 0.872249 1.746325 1.010145
H39 2.008409 -2.321970 -1.491341
C39 0.750837 2.763896 1.365658
H40 -3.572733 -2.654553 -0.292925
C40 -3.227660 5.775376 2.714779
H41 0.591227 -0.255496 5.536517
C41 -4.542407 3.449569 -0.804043
H42 5.307506 -1.717731 -0.412427
C42 -4.445857 -2.164446 0.117691
C43 -3.328323 5.084463 1.520261
C44 -2.724585 5.138278 3.843188
C45 0.117849 4.544612 -2.120290
H43 -0.406121 5.766198 0.260541

Forces on the atoms, in the same order (eV/Å):
0.0521 0.0679 0.1582
-0.0069 -0.0040 0.0118
-0.0028 0.0001 -0.0019
-0.0002 0.0017 0.0013
-0.0013 -0.0001 -0.0016
-0.0007 -0.0001 0.0008
-0.0034 0.0092 -0.0043
-0.0039 0.0019 -0.0117
0.0080 0.0251 0.0024
0.0095 -0.0189 -0.0038
-0.0166 -0.0035 -0.0005
0.0022 -0.0040 -0.0140
-0.0055 0.0042 0.0108
-0.0027 0.0000 0.0006
-0.0084 0.0146 0.0109
0.0014 -0.0041 -0.0064
-0.0032 0.0011 0.0019
0.0021 -0.0661 0.0031
-0.0014 0.0000 0.0000
0.0045 0.0082 -0.0179
-0.0016 0.0168 -0.0194
-0.0139 0.0318 0.0192
-0.0138 0.0146 -0.0341
-0.0025 0.0002 0.0012
-0.0017 -0.0006 -0.0018
0.0094 -0.0055 0.0119
0.0010 0.0032 0.0001
0.0134 -0.0039 -0.0007
-0.0003 0.0136 0.0042
-0.0363 -0.0042 0.0670
0.0033 0.0154 -0.0020
0.0017 0.0043 0.0109
0.0020 -0.0037 0.0026
-0.0093 -0.0173 0.0049
0.0034 0.0039 -0.0208
0.0205 -0.0308 0.0162
-0.0024 0.0063 0.0001
0.0040 -0.0613 0.0287
0.0015 -0.0143 -0.0015
-0.0007 -0.0002 -0.0047
-0.0101 0.0186 0.0117
-0.0179 0.0004 -0.0019
-0.0381 0.0171 -0.0049
0.0156 -0.0907 -0.0189
0.0480 0.0625 0.0157
0.0245 0.0098 -0.0085
0.0025 -0.0059 -0.0002
-0.0003 -0.0028 0.0018
-0.0195 0.0404 -0.0237
0.0032 -0.0046 0.0188
0.0008 -0.0454 -0.0351
-0.0049 0.0180 -0.0101
0.0120 -0.0364 -0.0127
0.0004 0.0018 -0.0001
0.0111 0.0254 0.0001
-0.0056 -0.0209 0.0093
0.0017 0.0128 -0.0060
-0.0004 -0.0001 0.0000
-0.0399 -0.0247 0.0718
-0.0037 0.0003 -0.0006
0.0106 0.0097 -0.0444
-0.0006 -0.0017 0.0009
0.0007 -0.0249 0.0332
-0.0063 -0.0041 -0.0081
0.0050 0.1014 0.0745
-0.0050 0.0071 -0.0090
0.0082 -0.0058 0.0008
-0.0084 -0.0098 0.0041
-0.0020 0.0004 0.0025
-0.0067 -0.1010 -0.1854
-0.0241 0.0009 -0.0074
0.0255 -0.0053 0.0033
0.0061 0.0027 0.0044
0.0013 -0.0004 -0.0006
0.0050 0.0105 0.0007
-0.0198 -0.0078 -0.0218
-0.0003 0.0012 -0.0015
0.0478 0.0905 -0.0117
-0.0194 -0.0073 -0.0075
-0.0017 0.0005 -0.0009
-0.0088 0.0020 -0.0026
-0.0006 -0.0006 -0.0016
0.0266 0.0092 -0.0270
-0.0074 -0.0307 -0.0120
-0.0065 0.0168 0.0190
-0.0254 -0.0073 -0.0167
0.0276 -0.0391 -0.0132
0.0000 0.0029 0.0021
-0.0311 0.0120 0.0207
0.0015 -0.0022 -0.0011
0.0121 0.0090 0.0152
0.0028 -0.0054 0.0033
0.0085 -0.0067 -0.0333
0.0079 -0.0039 0.0055
-0.0078 0.0117 -0.0018
0.0013 0.0008 -0.0091
-0.0098 0.0091 -0.0085
0.0143 -0.0146 -0.0038
-0.0010 0.0030 0.0107

***

The following is a quantum chemistry calculation of 18 unconnected molecules or ions with the total composition C45H43Cl68I2N2O5P in a non-equilibrium geometry, from the OMol25 dataset.

total energy = -34455.72664 hartree
Kohn-Sham gap = 8.077 eV
2S+1 = 1

Cartesian coordinates (Å):
C1 -3.509312 -0.427821 8.065262
Cl1 1.959934 8.487244 6.703244
H1 -6.186560 0.347939 -1.635852
Cl2 -12.929808 0.954662 2.569510
C2 5.613711 -2.521967 -2.839676
H2 -2.882221 -0.644182 0.049582
Cl3 8.245931 -4.816354 -8.252703
H3 -1.375627 -4.084880 0.031726
H4 -1.995437 -1.936373 3.198865
H5 -0.768920 -3.930653 -3.462283
C3 -1.606690 -3.015334 0.318072
Cl4 13.281972 1.497240 0.675484
H6 1.102245 -0.174876 1.945529
Cl5 2.492976 5.521112 -8.095402
Cl6 5.652293 4.483163 1.563621
Cl7 1.806432 -5.220599 5.257750
C4 7.610675 6.751496 -3.362260
Cl8 9.778056 -2.739590 -6.940125
H7 -4.733577 2.921482 1.522303
C5 -1.601679 -0.927568 3.515274
C6 8.915354 -4.270950 -6.704176
H8 -2.991676 -2.588578 7.786857
Cl9 -4.382478 -11.255149 -5.029547
Cl10 -3.230374 -5.217940 -5.597800
Cl11 1.932243 -3.494160 2.936389
Cl12 7.467672 2.233899 1.707550
H9 -3.620871 1.698596 0.831002
C7 1.961412 0.895349 -0.236147
H10 -5.862877 2.510257 -0.449119
C8 0.199866 -1.075705 0.153960
H11 -2.263072 -2.957894 -3.266468
H12 -1.867891 0.087753 1.504632
C9 -1.444008 -3.463115 -2.690907
C10 -13.832797 -1.567371 -4.722753
Cl13 8.995075 7.243310 -4.354837
Cl14 -0.330330 9.035574 5.019237
C11 -1.049371 -2.043378 5.828245
Cl15 -3.838926 -7.980450 -4.986972
C12 7.818612 -1.316491 3.708204
H13 -3.775546 0.377011 7.337182
Cl16 9.220794 -2.074032 2.920303
H14 -2.469318 -0.391677 4.001694
Cl17 -15.497707 -1.921803 -4.230542
Cl18 10.040722 -5.493096 -6.083927
Cl19 8.495547 4.891547 1.204659
Cl20 -12.859078 -3.045065 -4.620711
Cl21 5.097234 4.804678 -9.143004
O1 2.687453 1.032156 -3.196207
Cl22 6.957463 3.518989 -0.833657
Cl23 5.972654 -2.200761 -1.135006
C13 -2.178441 4.877288 2.922176
O2 -1.558982 -1.265455 6.915584
C14 -3.489758 -1.365273 -0.561053
C15 -0.515433 -1.136601 4.634751
Cl24 6.623108 13.852205 -3.753105
C16 -11.209959 0.607169 2.818708
C17 -4.842873 1.006640 2.584131
Cl25 5.582313 11.732335 -2.078292
C18 1.412225 2.146894 -0.231243
Cl26 10.547747 0.852814 1.361390
H15 -4.234412 1.544341 3.370281
Cl27 3.651773 -2.990635 5.210137
Cl28 6.855826 5.313339 -4.072598
C19 0.223103 -0.820261 1.687899
C20 7.142956 3.782661 0.908289
C21 -5.738718 1.546616 0.130593
H16 -5.140345 -0.929708 0.812674
N1 1.506398 -0.520129 -4.518508
Cl29 12.614634 0.711195 3.381591
C22 11.734968 -0.680447 6.777902
Cl30 -6.814347 -10.046605 -4.025129
C23 6.411181 12.098899 -3.602184
H17 -3.818892 -3.055230 0.821773
Cl31 6.615636 -1.475785 -3.855507
Cl32 3.904680 -2.189769 -3.156247
Cl33 4.122386 -5.292146 3.522188
C24 -9.253767 -3.081284 -0.803651
C25 -5.312947 0.454156 -0.925352
H18 1.707364 3.731191 1.229458
H19 -0.638513 0.288883 -6.261155
C26 3.727715 4.247208 -8.163879
H20 0.967805 2.422572 -6.247350
C27 -2.922390 -1.633412 7.204751
H21 -4.353245 -0.764452 8.711779
P1 1.510774 0.373247 -6.026039
C28 -6.312117 0.940816 3.133389
Cl34 5.954639 -4.233947 -3.196863
C29 1.051703 -0.258642 -0.746248
C30 -4.215862 -6.295545 -4.593356
H22 -0.755715 0.890333 2.670379
H23 -6.801658 1.936382 3.270888
Cl35 7.599942 -4.034524 -5.539418
H24 -6.757680 1.286386 0.511150
C31 -0.598891 -2.336980 -1.976730
C32 2.147121 3.432870 0.245603
Cl36 -10.020219 -4.296167 0.235883
O3 0.104378 0.176262 -6.892420
H25 -2.637388 -0.047976 8.667637
C33 2.878037 -4.249536 4.232298
Cl37 -10.883916 -1.086818 2.417237
Cl38 -1.564738 6.215516 3.909029
H26 1.867780 4.251669 -0.480211
Cl39 -10.785538 0.906057 4.513513
Cl40 -7.852803 -3.794560 -1.616185
Cl41 12.602211 0.861180 6.632013
H27 0.435076 -1.609292 4.280580
H28 -3.546000 -1.706935 6.268063
C34 0.521095 -1.580657 -4.360959
C35 -0.639308 -2.112473 -0.504810
H29 -1.845182 -2.707364 5.379103
H30 -6.354976 0.338280 4.086154
Cl42 -6.774786 -12.855119 -4.723675
Cl43 7.995642 11.307676 -3.616392
H31 -3.458239 -3.525378 -0.874338
Cl44 -3.319326 5.504970 1.718940
H32 -5.723538 -1.702282 -0.749467
Cl45 -0.347331 9.848732 7.797710
Cl46 -8.716021 -1.712842 0.180310
Cl47 12.542630 -1.243707 1.247789
H33 -4.354560 -0.003479 2.485827
H34 -1.801961 -4.237853 -1.978892
C36 -1.072931 -0.112138 2.262385
Cl48 -6.633934 -10.844876 -6.801167
C37 0.192214 8.602517 6.659277
H35 -0.230758 -2.746655 6.161652
Cl49 -5.931229 -5.985589 -4.900123
C38 1.880496 0.155452 -3.310769
Cl50 6.429365 8.070523 -3.303092
N2 2.684120 -0.196427 -6.895101
H36 -1.439610 -2.958425 1.429315
C39 -4.664235 1.833156 1.248149
C40 1.072284 -0.508026 -2.163955
Cl51 8.162934 6.378079 -1.720516
H37 -0.234720 -0.116694 5.029951
H38 -3.224329 -1.203033 -1.643248
H39 3.172923 -0.936311 -6.389966
Cl52 -3.863379 -5.996350 -2.878059
H40 3.258271 3.358132 0.239955
I1 -0.628663 2.423122 -0.929820
I2 3.993391 0.578700 0.398816
Cl53 11.059279 -1.135912 5.205121
C41 0.258904 -1.536484 -2.836992
H41 -6.939326 0.353170 2.399182
Cl54 -13.147821 -0.335145 -3.647545
Cl55 -0.826468 4.084025 2.094781
Cl56 6.695390 -0.718582 2.471978
Cl57 4.284277 3.877953 -6.524379
C42 12.246349 0.454448 1.667348
H42 -4.478585 0.885259 -1.540070
Cl58 10.420859 -0.506187 7.955782
Cl59 -13.824074 -0.967895 -6.390262
H43 0.431079 -1.817912 2.171452
C43 -6.152120 -11.250556 -5.144916
Cl60 -0.512524 7.042164 7.115492
Cl61 5.441093 11.501345 -4.960144
C44 -3.152347 -2.816112 -0.050835
O4 0.082501 -2.287087 -5.216361
Cl62 -3.002450 3.705677 3.965093
C45 -5.006965 -0.960583 -0.300698
Cl63 -10.420618 -2.518773 -2.012158
Cl64 3.034407 2.790321 -8.892777
O5 1.741472 2.014087 -5.799706
Cl65 6.992401 -2.513729 4.717091
Cl66 12.857832 -1.937262 7.327761
Cl67 8.359427 0.038090 4.715960
Cl68 -10.236423 1.657363 1.771767

Forces on the atoms, in the same order (eV/Å):
1.2158 -0.6718 -0.7134
-0.1901 0.0107 -0.0198
0.9195 0.1136 0.6125
0.1852 -0.0226 0.0173
0.0952 0.0409 0.0719
-0.4362 -0.4882 -0.7658
0.0832 0.0504 0.1421
-0.0407 1.0300 0.4736
0.3746 0.8995 0.1810
-0.7760 0.3239 0.8012
-0.2241 -0.7117 -0.5250
-0.0993 -0.1207 0.0659
-0.6409 -0.6538 -0.4163
0.0793 -0.0684 0.0054
0.1468 -0.0601 -0.0410
0.0823 0.1102 -0.1111
0.0052 0.0341 0.0508
-0.0729 -0.1430 0.0251
0.0070 -0.9520 -0.2153
-0.1245 -0.0330 0.0770
-0.0925 0.0471 -0.0644
0.2335 0.6127 -0.5624
-0.1508 -0.1238 -0.0111
-0.0892 -0.0883 0.1485
0.2768 -0.2520 0.1324
-0.1243 0.3216 -0.1052
-1.0277 0.0095 0.3974
-2.3514 0.7349 -0.4240
-0.0032 -0.9533 0.5642
0.0935 -0.2024 -2.6336
0.4226 -0.6868 0.6615
0.6962 -0.3695 0.5890
1.1775 0.8823 0.0599
-0.0299 0.0125 -0.0199
-0.1346 -0.0379 0.0805
0.0808 0.0180 0.2094
0.5654 -0.2239 -1.2569
-0.0659 0.2737 0.0732
0.0945 -0.0044 0.1545
-0.1128 -0.5483 0.8318
-0.3266 0.0218 -0.0732
0.8010 -0.4509 -0.5793
0.1808 0.0366 -0.0464
-0.1016 0.1167 -0.0542
-0.0902 -0.1249 0.0479
-0.0914 0.1356 -0.0122
-0.1340 -0.0163 0.0846
-0.2736 -0.2698 -0.6602
-0.1102 -0.2472 0.3462
0.0387 -0.1541 -0.1546
0.0841 0.1048 0.1037
-0.9392 -1.0950 -0.8956
-0.6355 0.1490 0.7982
-0.1066 0.2021 0.5883
-0.0316 -0.1750 0.0183
-0.0470 -0.0596 0.0406
0.5611 0.7466 0.4836
0.0745 0.0191 -0.1470
1.7390 -0.6441 0.5281
0.1908 0.0371 0.0099
-0.4960 -0.6942 -0.8306
-0.2250 -0.1147 -0.1111
0.0723 0.1262 0.0490
0.0524 -0.1613 -0.8242
0.0211 -0.0242 -0.1631
0.5014 0.3387 -0.9302
-0.1398 -0.1515 -1.0325
-1.5626 1.4149 -1.1737
0.2347 0.3447 -0.6941
-0.0230 -0.1698 -0.1183
0.0667 -0.1247 -0.1110
0.0402 -0.0059 -0.0162
0.7868 0.2205 -0.6077
-0.2314 0.0038 0.2377
0.1834 -0.1647 0.0302
-0.1279 0.1258 0.0686
0.0045 0.0720 -0.0452
-0.9698 0.3607 0.1705
0.7395 -0.2082 -0.6150
-0.0330 -0.0927 -0.7167
0.0404 -0.1823 0.0005
0.5843 0.2336 0.3903
-0.8397 1.3369 0.9205
0.6020 0.4958 -0.5759
3.7217 -0.9212 -2.8259
-0.0256 -1.2314 -0.6351
-0.4136 0.2995 0.4928
0.4982 -1.0638 -0.4088
0.0886 -0.0115 -0.0877
-0.3483 -0.8178 -0.5625
0.5950 -0.7289 -0.0625
0.6712 -0.2890 -0.6998
0.9206 0.2570 0.0303
0.5209 0.2423 -0.0600
-1.3782 0.2985 -1.0640
0.0710 0.1258 -0.0733
0.6250 1.0025 2.7457
-1.0772 -0.3632 -0.2906
0.0874 -0.0766 0.0500
-0.2421 0.2663 0.2718
-0.1293 -0.2281 -0.2161
0.3303 -0.7257 0.7706
-0.0255 -0.0164 -0.1760
-0.0633 -0.0367 -0.0079
-0.0692 -0.0994 0.0826
-0.9002 0.4326 -0.0171
0.7724 -0.1705 0.7359
0.4868 0.8831 2.8369
0.9023 1.0017 -0.6342
0.6019 0.5979 0.6094
0.1105 0.8429 -0.8170
0.0794 0.1673 -0.0434
-0.1277 0.1271 -0.0042
0.3815 0.5745 0.9330
0.1283 -0.0593 0.0977
0.7939 0.4921 0.5676
0.0523 -0.1260 -0.1316
0.1673 -0.1337 -0.2638
-0.0410 0.1320 0.0547
-0.7875 0.7900 0.1348
0.1564 0.7160 -0.7311
0.4451 -0.2052 1.3812
0.0646 -0.0285 0.1770
0.0336 0.0207 0.0637
-0.7114 0.8660 -0.0350
0.1024 -0.0268 0.0434
-0.7599 -0.4776 2.1815
0.0673 -0.1729 -0.0050
-0.9744 0.4816 1.0196
-0.1064 0.2681 -1.2170
-0.5264 0.0284 0.3088
-1.1285 -1.5804 -1.0244
0.0342 0.3382 -0.3234
-0.2245 -1.0438 -0.1952
-0.2024 -0.2830 1.0370
-0.1269 0.2089 -0.3350
-0.1076 -0.0812 -0.1581
-0.9700 -0.2277 0.2453
1.0884 -0.1555 0.1386
-1.2210 0.0374 -0.3827
0.5609 -0.5746 0.9917
-0.0888 0.3525 3.3945
0.4459 0.6575 0.7678
-0.0528 -0.1276 -0.0924
-0.2809 0.1858 0.3233
0.0838 -0.2956 0.1429
-0.0371 0.0823 -0.1772
0.0596 0.0872 0.0251
-0.4121 -0.6603 0.6101
0.1165 0.0118 -0.1105
0.0044 -0.0629 0.1789
-0.6362 1.1917 -0.4178
-0.0565 0.0327 -0.0042
0.0829 0.1782 -0.0189
0.0923 0.0445 0.1420
-0.1066 0.4337 -0.5780
0.0862 0.3568 0.0912
0.1461 0.1938 -0.0602
0.8723 0.1689 -0.5886
0.1118 -0.0657 0.1309
0.1019 0.1848 0.1037
-2.3577 -2.1894 -0.2268
0.1828 0.1317 -0.1226
-0.1007 0.1446 -0.0312
-0.7801 0.1033 -0.3458
-0.0600 -0.1040 0.0812